{"formula": "C19H35AuN2O", "method": "wB97M-V/def2-TZVPD", "fmax_ha_per_bohr": 0.052, "spin_multiplicity": 3, "s_squared": 2.01, "homo_energy_ev": [-13.70, -13.69], "orbital_gap_ev": [6.601, 3.345], "total_energy_ha": -1064.7074, "charge": 2, "symbols": ["H", "C", "H", "H", "H", "H", "H", "H", "H", "C", "H", "C", "H", "H", "H", "H", "C", "C", "H", "H", "C", "H", "H", "C", "H", "H", "C", "C", "C", "H", "H", "H", "Au", "H", "C", "C", "H", "N", "C", "C", "C", "H", "H", "H", "H", "H", "C", "H", "H", "C", "H", "O", "H", "N", "C", "C", "H", "H"], "coordinates": [[2.671767, -1.674231, -4.106185], [1.658067, 2.630467, -0.667197], [-0.655910, 1.237099, -4.489168], [-2.039035, -1.918865, 5.207029], [0.685687, 5.240073, -1.431109], [0.325211, -0.007594, -5.328629], [-0.246701, 1.940031, 1.589873], [-2.602900, -1.318178, -3.701529], [0.398511, 2.724817, 3.097783], [0.542156, 0.309595, 4.468349], [-2.365531, -2.136439, -0.649844], [1.425594, -0.774587, -2.569421], [2.454137, 2.865680, -1.366855], [0.677828, 4.364534, -2.944244], [0.145791, -0.836497, 6.241791], [1.109269, 1.319740, -4.411370], [-1.390481, -2.589617, -0.880049], [-2.428116, -2.177010, 2.709781], [1.635458, 3.341254, 0.169954], [-1.921232, -3.141497, 2.543126], [1.715354, -2.703919, -0.807085], [-3.337039, -2.411789, 3.287454], [1.704340, -3.630469, -1.409897], [0.242863, -0.223283, -3.206047], [1.406603, 1.519032, 2.202139], [-0.950119, -2.953001, 0.055668], [2.742204, -0.954188, -3.259568], [-0.900253, -0.745390, -2.568719], [0.937734, -1.599574, -1.425873], [-0.493437, -2.438151, 4.670649], [-0.174478, 2.283291, -1.953994], [-2.435854, 0.440776, -3.491209], [1.687114, 0.357212, -0.658522], [-3.016761, -0.552257, -2.155241], [0.369112, 1.782852, 2.497592], [0.192386, 4.427307, -1.964074], [2.753033, -2.391616, -0.662291], [-1.529055, -1.242618, 3.355424], [-1.064156, -0.174259, 2.625991], [-0.407682, -0.395205, 5.402679], [-2.312593, -0.526655, -2.995396], [3.104753, 0.014703, -3.638314], [-2.737659, -1.701863, 1.781685], [1.294102, -2.931927, 0.180567], [1.949345, 1.871032, 0.154501], [-1.066792, 0.374773, 5.821576], [0.241371, 3.029896, -1.238433], [0.922405, 1.238541, 4.898680], [-0.444709, 3.042890, -0.376374], [-0.494716, -1.636819, -1.554999], [-0.864457, 4.725849, -2.142752], [-1.376891, -0.013782, 1.429446], [-1.557105, -3.459307, -1.542331], [-0.201509, 0.701200, 3.281679], [0.254333, 0.624523, -4.422614], [-1.145016, -1.540228, 4.708970], [1.413108, -0.307542, 4.185196], [3.500560, -1.298794, -2.548238]], "atomic_forces_ev_per_a": [[-0.071, 0.445, 0.527], [-1.083, 2.391, -0.509], [0.214, -0.320, -0.104], [0.013, 0.501, 0.436], [-0.048, -0.161, 0.262], [-0.015, 0.255, 0.261], [0.339, -0.092, 0.635], [0.000, 0.064, 0.033], [0.047, -0.725, -0.440], [-0.038, -0.025, -0.432], [0.287, -0.151, -0.147], [-0.880, -1.029, -0.301], [0.278, -0.091, 0.290], [-0.051, -0.045, 0.133], [-0.126, 0.227, -0.123], [-0.165, -0.377, -0.117], [-0.047, -0.059, 0.458], [-0.113, -0.214, -0.148], [0.953, 0.270, -0.091], [-0.098, 0.213, -0.166], [0.295, 0.091, 0.764], [0.425, 0.385, 0.136], [-0.091, 0.408, 0.088], [1.630, 0.572, -0.532], [-0.145, 0.180, 0.091], [-0.159, 0.040, -0.251], [0.373, 0.478, 0.232], [-1.682, 0.123, -0.162], [0.107, -0.466, -1.785], [0.026, 0.379, 0.096], [0.335, 0.364, 0.457], [0.064, -0.245, -0.073], [-1.077, -0.364, -0.249], [0.252, -0.179, -0.095], [-0.266, 0.224, 0.043], [-0.009, -0.703, -0.008], [-0.013, -0.306, -0.025], [-0.195, 1.080, -0.865], [0.287, -0.444, 0.332], [-0.101, -0.287, 0.824], [0.323, 0.382, 0.290], [-0.145, -0.355, -0.150], [-0.001, -0.371, -0.056], [0.163, -0.114, -0.212], [0.013, -0.066, 0.439], [-0.168, -0.371, -0.151], [-0.761, -0.512, -0.258], [0.024, -0.207, 0.214], [0.116, -0.033, -0.398], [0.078, -0.278, 1.100], [0.695, -0.337, 0.249], [0.368, 0.076, 0.276], [-0.021, 0.207, 0.165], [-0.473, 0.055, -1.065], [0.017, 0.384, 0.135], [0.608, -0.749, 0.111], [-0.167, 0.025, 0.112], [-0.122, -0.147, -0.275]], "nbo_charge": [0.282, -0.727, 0.260, 0.223, 0.233, 0.289, 0.230, 0.291, 0.229, -0.205, 0.276, -0.034, 0.264, 0.214, 0.241, 0.258, -0.690, -0.417, 0.308, 0.185, -0.677, 0.221, 0.281, 0.116, 0.149, 0.259, -0.681, 0.263, -0.082, 0.186, 0.182, 0.258, 0.881, 0.275, -0.414, -0.615, 0.244, -0.433, 0.798, -0.424, -0.715, 0.261, 0.233, 0.261, 0.179, 0.230, -0.393, 0.222, 0.229, 0.138, 0.247, -0.745, 0.279, -0.450, -0.698, -0.205, 0.180, 0.250]}